Entry 1:
C44H38MoN4O5P2S2 as an isolated structure, computed with the ωB97M-V functional and the def2-TZVPD basis.

The geometry in XYZ format:
```
96
Properties=species:S:1:pos:R:3:forces:R:3:mulliken_spin:R:1
Mo 2.096 0.237 0.244 0.192 -0.274 0.630 1.9382
O 6.564 3.508 3.063 -0.008 -0.004 0.002 0.0069
C 5.581 2.804 2.514 0.017 0.011 0.005 0.0162
C 4.397 2.476 3.187 -0.020 -0.006 -0.011 -0.0048
C 3.459 1.736 2.513 0.016 -0.006 0.013 0.0365
N 3.632 1.347 1.252 0.011 -0.035 -0.050 -0.0403
C 4.762 1.648 0.608 0.027 0.023 0.019 0.0231
C 5.767 2.368 1.194 -0.018 -0.011 -0.001 -0.0045
C 4.774 1.073 -0.778 -0.014 0.022 -0.072 0.0039
O 5.719 1.113 -1.510 -0.023 0.058 -0.038 0.0311
O 3.602 0.517 -1.056 -0.043 0.014 -0.078 0.0176
C 2.161 1.233 3.068 0.020 0.007 0.007 -0.0016
O 1.720 1.548 4.137 0.012 -0.011 0.007 0.0178
O 1.595 0.395 2.216 -0.003 0.059 -0.103 -0.0234
H 6.370 3.755 3.977 0.005 0.002 -0.002 -0.0003
H 4.203 2.769 4.211 0.006 0.004 0.003 -0.0003
H 6.679 2.581 0.653 0.004 0.004 0.001 -0.0006
N -0.578 -0.553 -3.776 0.282 0.119 -0.014 -0.0012
C 0.361 0.078 -3.084 -0.135 -0.084 -0.038 0.0073
S 1.229 -0.854 -1.920 0.130 -0.100 -0.057 -0.0371
N 0.545 1.374 -3.362 0.020 0.051 -0.017 -0.0004
C 1.781 2.111 -3.383 -0.045 -0.011 0.023 0.0061
C 1.730 3.455 -3.049 0.034 0.027 0.014 -0.0028
C 2.871 4.232 -3.192 -0.025 -0.003 0.010 0.0024
C 4.043 3.662 -3.667 0.018 -0.006 0.000 0.0001
C 4.076 2.317 -4.008 0.032 -0.021 0.082 0.0006
C 2.941 1.533 -3.873 0.014 -0.020 0.045 -0.0040
H -0.915 -1.460 -3.486 0.024 0.044 -0.036 -0.0026
H -0.970 -0.159 -4.618 -0.007 0.006 0.018 0.0004
H -0.180 1.785 -3.937 0.024 -0.005 -0.008 0.0002
H 0.799 3.893 -2.707 -0.004 0.003 0.010 -0.0003
H 2.836 5.287 -2.952 0.002 0.002 0.000 0.0000
H 4.930 4.269 -3.788 0.003 0.005 0.003 0.0001
H 4.988 1.873 -4.379 0.016 -0.009 -0.001 -0.0002
H 2.963 0.487 -4.148 -0.003 -0.008 0.000 -0.0013
C -1.923 -0.074 -0.375 -0.030 -0.077 0.138 0.0015
P -0.498 0.191 0.749 0.074 -0.007 -0.074 -0.0093
C -0.964 -0.522 2.348 -0.124 0.084 0.011 0.0131
C -1.102 -1.908 2.426 -0.082 0.026 0.010 -0.0092
C -1.491 -2.508 3.614 -0.003 -0.011 -0.009 0.0044
C -1.729 -1.734 4.739 0.007 0.014 0.019 -0.0023
C -1.552 -0.359 4.679 0.008 -0.018 -0.013 0.0041
C -1.164 0.245 3.494 0.017 -0.018 0.018 -0.0060
C -0.360 2.003 0.849 -0.009 -0.002 -0.024 -0.0205
C -1.141 2.891 1.578 -0.016 -0.015 0.022 0.0006
C -0.769 4.228 1.665 -0.005 -0.001 0.006 0.0054
C 0.382 4.689 1.041 0.020 0.005 -0.019 -0.0047
C 1.147 3.827 0.266 -0.052 0.006 0.047 0.0275
C 0.754 2.501 0.166 -0.035 0.003 -0.122 0.0346
P -2.508 -1.851 -0.571 -0.016 -0.020 -0.059 0.0010
C -2.914 -1.864 -2.353 -0.094 -0.035 -0.013 -0.0006
C -3.642 -0.849 -2.978 -0.034 -0.009 0.051 -0.0002
C -3.904 -0.906 -4.337 0.002 -0.009 0.010 0.0002
C -3.446 -1.984 -5.092 0.011 -0.005 -0.006 0.0000
C -2.739 -3.008 -4.481 -0.019 -0.020 -0.013 -0.0002
C -2.477 -2.947 -3.115 -0.094 -0.082 0.048 0.0010
C -4.188 -1.755 0.159 0.047 0.116 0.132 -0.0002
C -5.275 -2.355 -0.473 0.017 -0.085 -0.005 -0.0001
C -6.529 -2.349 0.123 0.018 -0.008 -0.027 0.0000
C -6.715 -1.743 1.355 0.012 0.018 0.025 0.0000
C -5.638 -1.147 1.996 -0.022 -0.019 0.003 0.0000
C -4.383 -1.160 1.408 -0.040 -0.004 -0.109 -0.0003
H -1.648 0.315 -1.357 0.026 0.011 0.024 0.0000
H -2.735 0.549 0.013 -0.010 -0.020 -0.039 -0.0026
H -0.944 -2.522 1.552 -0.023 0.020 0.008 0.0015
H -1.622 -3.582 3.655 0.000 -0.003 -0.002 0.0001
H -2.039 -2.201 5.665 -0.002 -0.001 0.001 -0.0001
H -1.701 0.248 5.562 -0.001 0.003 0.000 0.0001
H -0.977 1.307 3.490 -0.003 0.009 0.001 -0.0006
H -2.035 2.555 2.085 0.002 -0.020 0.005 0.0003
H -1.380 4.913 2.237 -0.004 0.003 -0.002 0.0002
H 0.667 5.728 1.136 0.006 -0.002 0.004 0.0000
H 2.018 4.181 -0.269 0.007 0.007 -0.028 0.0032
H 1.236 1.897 -0.633 -0.047 0.249 -0.116 -0.0443
H -4.022 -0.018 -2.394 -0.002 -0.002 0.002 -0.0001
H -4.480 -0.122 -4.810 -0.001 0.005 -0.003 0.0000
H -3.660 -2.032 -6.152 -0.002 -0.002 -0.004 0.0000
H -2.401 -3.857 -5.060 0.002 -0.003 -0.001 0.0000
H -1.934 -3.753 -2.635 0.005 -0.006 -0.004 0.0000
H -5.156 -2.835 -1.436 0.013 0.005 -0.020 0.0001
H -7.362 -2.818 -0.383 -0.002 0.002 -0.004 0.0000
H -7.694 -1.734 1.814 0.000 0.000 0.003 0.0000
H -5.774 -0.673 2.959 0.003 0.001 0.001 0.0000
H -3.559 -0.696 1.933 0.086 0.031 0.056 0.0002
S 3.267 -1.811 0.858 -0.169 0.033 -0.354 0.0038
C 2.113 -3.046 1.266 -0.031 -0.036 0.128 0.0094
N 1.183 -3.443 0.370 0.006 -0.028 -0.050 0.0071
C 0.315 -4.455 0.576 0.055 -0.008 -0.023 -0.0026
C 0.359 -5.161 1.745 0.022 0.010 0.012 0.0019
C 1.312 -4.799 2.700 -0.028 -0.037 0.000 0.0010
C 2.176 -3.750 2.468 -0.007 0.049 -0.022 0.0005
H 1.143 -2.955 -0.521 -0.008 0.056 0.002 -0.0032
H -0.384 -4.647 -0.224 -0.013 0.000 0.007 0.0003
H -0.330 -5.977 1.909 0.006 -0.010 0.000 0.0000
H 1.371 -5.342 3.634 -0.002 0.002 0.004 -0.0002
H 2.912 -3.453 3.200 -0.002 0.008 0.003 0.0013
```
Positions in Å, forces in eV/Å.

Properties
HOMO-LUMO gap (alpha / beta) = 7.171 / 6.396 eV
Multiplicity = 3
Max |F| = 0.7 eV/Å
Highest occupied orbital energy (alpha / beta) = -12.966 / -12.966 eV
Total charge = +2
DFT total energy = -104537.1747 eV

***

Entry 2:
C18H19O6SW as an isolated structure at a distorted geometry, computed with the ωB97M-V functional and the def2-TZVPD basis.

The geometry in XYZ format:
```
45
Properties=species:S:1:pos:R:3:forces:R:3:nbo_charge:R:1
W 1.177 0.116 -1.175 -1.296 -0.733 -1.446 2.0164
O 3.453 1.039 -4.573 -0.010 -0.009 0.010 -0.5245
C 2.512 0.881 -3.738 0.122 0.028 0.123 0.8739
O 2.682 0.470 -2.558 0.160 0.068 -0.003 -0.6879
C 1.140 1.197 -4.224 -0.032 0.144 0.005 -0.1941
O 0.253 1.066 -3.103 -0.305 -0.371 0.316 -0.5301
C -1.032 0.405 -3.419 0.470 0.252 -0.012 -0.1780
C -1.200 -0.560 -2.282 0.401 -0.214 0.047 0.7319
O -2.121 -0.713 -1.585 -0.063 -0.444 0.016 -0.3586
O 0.117 -1.175 -1.993 -0.364 0.387 0.355 -0.6512
H 4.345 0.804 -4.245 0.068 0.004 -0.031 0.5582
H 0.892 0.489 -5.019 -0.022 0.011 -0.032 0.2774
H 1.104 2.210 -4.630 -0.014 0.034 -0.006 0.2941
H -0.959 -0.097 -4.382 -0.087 -0.076 0.007 0.2591
H -1.829 1.141 -3.416 -0.001 0.085 -0.013 0.2788
O -0.024 0.070 0.367 -0.161 0.697 -0.184 -0.8954
S -0.734 1.244 1.207 0.285 -0.075 -0.045 1.2201
C -1.414 0.338 2.620 0.036 0.000 -0.075 -0.5613
C -2.531 -0.524 2.124 0.085 0.003 0.155 -0.0464
C -3.828 -0.021 2.110 -0.101 0.036 -0.108 -0.2149
C -4.866 -0.827 1.672 -0.013 0.071 0.030 -0.1774
C -4.605 -2.126 1.258 -0.078 -0.078 -0.045 -0.1525
C -3.311 -2.629 1.275 0.007 0.000 0.022 -0.1784
C -2.270 -1.828 1.710 0.049 -0.044 -0.024 -0.2287
C 0.788 2.065 1.895 0.011 -0.043 0.020 -0.5957
C 1.925 1.115 1.720 -0.014 -0.145 0.181 0.0437
C 2.271 0.215 2.718 -0.071 0.031 0.045 -0.1041
C 3.116 -0.862 2.451 0.078 -0.034 -0.112 -0.1057
C 3.654 -1.049 1.180 -0.034 -0.095 0.135 -0.1356
C 3.397 -0.115 0.179 0.204 0.062 0.296 -0.2219
C 2.512 0.951 0.454 0.565 0.157 0.516 -0.4583
H -1.742 1.160 3.267 -0.050 -0.082 0.055 0.2809
H -0.583 -0.199 3.081 -0.029 -0.022 0.001 0.2587
H -4.035 0.987 2.454 0.000 -0.028 0.015 0.2278
H -5.879 -0.448 1.673 0.007 -0.013 0.002 0.2506
H -5.422 -2.759 0.935 0.006 0.008 -0.002 0.2490
H -3.122 -3.650 0.972 0.002 0.007 0.010 0.2413
H -1.263 -2.229 1.755 -0.007 0.014 0.021 0.2098
H 0.564 2.281 2.940 0.028 0.034 0.004 0.2963
H 0.902 3.003 1.352 0.000 0.010 -0.025 0.2797
H 1.865 0.337 3.716 0.017 -0.012 -0.017 0.2538
H 3.362 -1.557 3.245 -0.006 0.013 -0.013 0.2779
H 4.333 -1.869 0.988 -0.012 -0.009 0.022 0.2778
H 3.998 -0.127 -0.719 -0.037 -0.058 -0.095 0.2756
H 2.411 1.779 -0.260 0.212 0.432 -0.120 0.2678
```
Positions in Å, forces in eV/Å.

Properties
HOMO-LUMO gap (alpha / beta) = 4.667 / 4.698 eV
Multiplicity = 3
Max |F| = 2.1 eV/Å
Highest occupied orbital energy (alpha / beta) = -16.903 / -16.903 eV
Total charge = +3
DFT total energy = -43889.3440 eV

***

Entry 3:
An isolated molecule of C9H12N2O2 at a distorted geometry, computed with the ωB97M-V functional and the def2-TZVPD basis.

The geometry in XYZ format:
```
25
Properties=species:S:1:pos:R:3:forces:R:3:nbo_charge:R:1
O 0.412 2.472 -0.508 0.114 -0.437 -0.075 -0.6358
C 1.180 1.578 -0.841 0.293 0.119 0.775 0.4814
N 1.789 0.784 0.070 -0.089 0.027 -0.688 -0.1447
O 1.396 0.924 1.385 -0.821 0.982 -0.012 -0.5515
C 2.552 -0.417 -0.161 0.194 0.220 -0.558 -0.2333
C 1.749 -1.652 -0.527 -0.583 -0.717 -0.208 -0.3962
C 0.532 -1.973 0.389 0.765 0.334 -0.150 -0.4353
C -0.663 -1.084 0.203 -0.600 0.213 -0.178 0.0257
C -1.278 -0.417 1.266 0.091 -0.513 -0.011 -0.2582
C -2.439 0.314 1.034 0.244 0.290 0.186 0.0395
N -2.983 0.506 -0.162 0.209 -0.481 -0.239 -0.4123
C -2.388 -0.130 -1.179 -0.159 0.223 0.100 0.0425
C -1.267 -0.933 -1.050 0.160 0.085 0.191 -0.2804
H 1.507 1.374 -1.865 -0.048 -0.034 -0.151 0.1348
H 0.701 1.635 1.274 0.489 -0.506 0.333 0.5027
H 3.258 -0.203 -0.978 -0.089 -0.038 0.296 0.2154
H 3.128 -0.570 0.750 0.062 -0.068 -0.001 0.2242
H 2.447 -2.508 -0.464 -0.272 0.289 -0.148 0.2178
H 1.397 -1.602 -1.586 0.314 0.052 0.723 0.2022
H 0.845 -1.916 1.430 0.085 -0.036 0.144 0.2178
H 0.261 -3.009 0.199 -0.196 -0.088 -0.036 0.2276
H -0.877 -0.518 2.280 -0.161 0.110 -0.364 0.2208
H -2.938 0.808 1.862 0.025 -0.016 0.013 0.1916
H -2.841 0.013 -2.153 0.003 -0.005 -0.005 0.1919
H -0.863 -1.422 -1.930 -0.030 -0.007 0.064 0.2114
```
Positions in Å, forces in eV/Å.

Properties
HOMO-LUMO gap = 9.749 eV
Max |F| = 1.3 eV/Å
Highest occupied orbital energy = -9.056 eV
Total charge = 0
DFT total energy = -16601.4341 eV